No. 1
This record from the Open Molecules 2025 dataset describes a structure of composition C5H10O2 at a distorted geometry. The level of theory is ωB97M-V/def2-TZVPD.

Geometry as ORCA input:
```
! RIJCOSX wB97M-V def2-TZVPD def2/J DEFGRID3
* xyz 0 1
O -0.193 1.720 1.363
C -1.156 1.552 0.337
C -0.492 0.763 -0.777
C 0.006 -0.599 -0.267
C 0.821 -1.548 -1.174
O 1.901 -1.577 -0.206
C 1.114 -0.919 0.739
H -0.630 2.106 2.130
H -1.512 2.527 -0.032
H -2.026 0.984 0.700
H 0.301 1.391 -1.221
H -1.234 0.615 -1.579
H -0.524 -1.234 0.502
H 1.191 -1.196 -2.149
H 0.383 -2.550 -1.288
H 0.457 -1.797 1.491
H 1.592 -0.238 1.432
*
```

The total energy comes out at -346.860398 a.u. The relative energy (zero: lowest compared OMol25 entry of this formula, charge and spin) is 4.491 eV. The calculation puts the HOMO energy at -9.1 eV. The calculation puts the LUMO energy at 0.815 eV.

How is the electron density shared among the atoms? According to Löwdin, the charges in e are: -0.0659, -0.2807, -0.1411, -0.2594, -0.1251, -0.1025, -0.2222, 0.0915, 0.1155, 0.1192, 0.1268, 0.1204, 0.1153, 0.1221, 0.1147, 0.1663, 0.1053

***

No. 2
This record from the Open Molecules 2025 dataset describes the ion C4H8ClN2 with charge +1 at a distorted geometry. The level of theory is ωB97M-V/def2-TZVPD.

Geometry as ORCA input:
```
! RIJCOSX wB97M-V def2-TZVPD def2/J DEFGRID3
* xyz 1 1
C -1.042 -0.500 -1.488
C -0.342 1.125 -0.077
C -0.025 -0.275 0.519
C 1.641 -0.449 1.218
N -1.007 0.802 -1.364
N -0.299 -1.116 -0.572
Cl -1.063 -0.625 2.007
H -1.417 -0.914 -2.480
H -0.980 1.783 0.612
H 0.506 1.808 -0.105
H 1.716 0.477 1.892
H 2.405 -0.055 0.504
H 1.666 -1.491 1.674
H -1.474 1.626 -1.877
H -0.284 -2.196 -0.463
*
```

The total energy comes out at -726.620789 a.u. The relative energy (zero: lowest compared OMol25 entry of this formula, charge and spin) is 1.976 eV. The calculation puts the HOMO energy at -14.5 eV. The calculation puts the LUMO energy at -4.173 eV.

How is the electron density shared among the atoms? According to Löwdin, the charges in e are: -0.0665, -0.1295, -0.7239, -0.0182, 0.0926, 0.0559, 0.6253, 0.1983, 0.1488, 0.1279, 0.0842, 0.0683, 0.0840, 0.2259, 0.2270

***

No. 3
This record from the Open Molecules 2025 dataset describes a structure of composition H16InO8 at a distorted geometry. The level of theory is ωB97M-V/def2-TZVPD.

Geometry as ORCA input:
```
! RIJCOSX wB97M-V def2-TZVPD def2/J DEFGRID3
* xyz 3 1
In -4.403 -9.043 9.598
O -6.061 -10.151 8.717
H -6.085 -11.111 8.964
H -6.939 -10.041 8.335
O -2.509 -8.495 9.111
H -2.121 -7.628 9.044
H -1.885 -8.975 8.620
O -3.678 -8.542 11.633
H -3.095 -7.812 11.850
H -3.948 -8.859 12.504
O -3.745 -10.286 7.364
H -4.082 -11.121 6.984
H -3.578 -9.700 6.580
O -5.909 -7.889 10.380
H -6.870 -8.071 10.285
H -5.906 -7.259 11.119
O -4.793 -7.778 7.821
H -5.408 -8.017 7.109
H -4.157 -7.314 7.272
O -3.480 -10.813 10.080
H -2.696 -11.292 9.759
H -3.542 -11.111 10.969
O -5.702 -10.269 11.533
H -6.362 -9.821 12.050
H -5.924 -11.186 11.787
*
```

The total energy comes out at -800.577228 a.u. The relative energy (zero: lowest compared OMol25 entry of this formula, charge and spin) is 0.652 eV. The calculation puts the HOMO energy at -23.2 eV. The calculation puts the LUMO energy at -11.191 eV.

How is the electron density shared among the atoms? According to Löwdin, the charges in e are: 0.8859, 0.0004, 0.1446, 0.1375, 0.0732, 0.1458, 0.1076, 0.0114, 0.1279, 0.1256, -0.0584, 0.1160, 0.1148, 0.0164, 0.1536, 0.1479, 0.0146, 0.1294, 0.1199, 0.0433, 0.1608, 0.0982, -0.0339, 0.0886, 0.1291

***

No. 4
This record from the Open Molecules 2025 dataset describes a structure of composition C34H41BFeIN10O3 at a distorted geometry. The level of theory is ωB97M-V/def2-TZVPD.

Geometry as ORCA input:
```
! RIJCOSX wB97M-V def2-TZVPD def2/J DEFGRID3
* xyz 0 2
Fe -0.168 0.993 0.389
C -4.066 1.882 -0.428
C -3.578 0.497 -0.693
C -4.171 -0.549 -1.423
C -3.337 -1.628 -1.232
N -2.327 -1.250 -0.420
N -2.460 0.065 -0.133
B -1.337 -2.106 0.427
N -1.272 -1.475 1.862
C -1.802 -2.014 2.981
C -1.994 -1.009 3.902
C -1.553 0.157 3.261
C -1.596 1.573 3.732
N -1.113 -0.159 2.055
N 0.033 -2.083 -0.273
C 0.762 -3.113 -0.734
C 1.942 -2.617 -1.239
C 1.867 -1.233 -1.046
C 2.925 -0.230 -1.356
N 0.699 -0.927 -0.480
N -1.828 -3.533 0.645
C -3.094 -4.012 0.717
C -3.052 -5.240 1.327
C -1.690 -5.437 1.642
C -1.059 -6.584 2.361
N -0.973 -4.404 1.236
H -4.992 2.084 -0.960
H -4.251 2.000 0.642
H -3.304 2.605 -0.718
H -5.079 -0.519 -1.999
H -3.397 -2.624 -1.639
H -2.007 -3.067 3.066
H -2.407 -1.105 4.891
H -2.190 1.648 4.640
H -0.597 1.964 3.935
H -2.045 2.201 2.960
H 0.416 -4.123 -0.650
H 2.752 -3.174 -1.675
H 3.889 -0.587 -0.993
H 3.013 -0.076 -2.432
H 2.692 0.709 -0.867
H -3.931 -3.446 0.346
H -3.875 -5.904 1.525
H -1.780 -7.387 2.498
H -0.199 -6.960 1.808
H -0.700 -6.260 3.339
C -3.486 2.379 -3.281
C -2.224 1.618 -3.546
N -2.084 1.027 -4.699
C -0.927 0.435 -5.053
C 0.217 0.592 -4.316
C 1.523 0.035 -4.822
O 2.124 0.846 -5.828
C 0.126 1.276 -3.079
C 1.247 1.821 -2.388
N 1.194 2.233 -1.164
C 2.202 3.007 -0.604
C 3.530 3.039 -1.046
C 4.456 3.882 -0.458
C 4.095 4.685 0.614
C 2.795 4.640 1.096
C 1.874 3.814 0.481
I -0.125 3.841 1.143
C -1.160 1.618 -2.552
O -1.321 2.009 -1.362
H -3.937 2.665 -4.228
H -4.198 1.763 -2.732
H -3.269 3.266 -2.686
H -0.939 -0.121 -5.983
H 2.213 -0.111 -3.984
H 1.358 -0.935 -5.291
H 2.139 1.758 -5.524
H 2.136 2.017 -2.997
H 3.831 2.396 -1.864
H 5.464 3.915 -0.850
H 4.816 5.353 1.066
H 2.502 5.251 1.938
C 2.952 1.789 3.243
C 2.283 0.624 2.495
C 1.569 -0.278 3.517
C 3.378 -0.230 1.827
O 1.422 1.137 1.539
H 3.598 1.400 4.029
H 2.192 2.431 3.690
H 3.552 2.385 2.553
H 2.293 -0.661 4.237
H 1.100 -1.120 3.008
H 0.806 0.281 4.055
H 4.032 -0.648 2.591
H 3.972 0.382 1.148
H 2.913 -1.044 1.271
*
```

The total energy comes out at -3679.738033 a.u. The calculation puts the HOMO energy (alpha / beta) at -7.5 / -7.5 eV. The calculation puts the LUMO energy (alpha / beta) at -1.764 / -1.872 eV.

How is the electron density shared among the atoms? According to Löwdin, the charges in e are: 0.7722, -0.0453, -0.3422, -0.0096, -0.0760, 0.0365, 0.0735, -0.6227, 0.0444, -0.0352, 0.0049, -0.3487, -0.0410, 0.0385, 0.0345, -0.0438, -0.0031, -0.3219, -0.0403, 0.1089, -0.0163, -0.0807, -0.0216, -0.3607, -0.0344, 0.1036, 0.0795, 0.0818, 0.0514, 0.1072, 0.1219, 0.1173, 0.1058, 0.0838, 0.0564, 0.0404, 0.1107, 0.1074, 0.0947, 0.0601, 0.0329, 0.1098, 0.0987, 0.0727, 0.0751, 0.0760, -0.0220, -0.2397, 0.1159, -0.0986, -0.1561, -0.2054, -0.0489, -0.0844, -0.0850, 0.0123, -0.3379, -0.0207, -0.0683, -0.0849, -0.1542, -0.5700, 1.1973, -0.2935, -0.1640, 0.0855, 0.0438, 0.0842, 0.1147, 0.0805, 0.1268, 0.0806, 0.1349, 0.1076, 0.1079, 0.1066, 0.0989, -0.0202, -0.6840, -0.0229, -0.0290, -0.2749, 0.0874, 0.0811, 0.0706, 0.0896, 0.0808, 0.0640, 0.0873, 0.0756, 0.0738

***

Repeat the first record exactly.
This record from the Open Molecules 2025 dataset describes a structure of composition C5H10O2 at a distorted geometry. The level of theory is ωB97M-V/def2-TZVPD.

Geometry as ORCA input:
```
! RIJCOSX wB97M-V def2-TZVPD def2/J DEFGRID3
* xyz 0 1
O -0.193 1.720 1.363
C -1.156 1.552 0.337
C -0.492 0.763 -0.777
C 0.006 -0.599 -0.267
C 0.821 -1.548 -1.174
O 1.901 -1.577 -0.206
C 1.114 -0.919 0.739
H -0.630 2.106 2.130
H -1.512 2.527 -0.032
H -2.026 0.984 0.700
H 0.301 1.391 -1.221
H -1.234 0.615 -1.579
H -0.524 -1.234 0.502
H 1.191 -1.196 -2.149
H 0.383 -2.550 -1.288
H 0.457 -1.797 1.491
H 1.592 -0.238 1.432
*
```

The total energy comes out at -346.860398 a.u. The relative energy (zero: lowest compared OMol25 entry of this formula, charge and spin) is 4.491 eV. The calculation puts the HOMO energy at -9.1 eV. The calculation puts the LUMO energy at 0.815 eV.

How is the electron density shared among the atoms? According to Löwdin, the charges in e are: -0.0659, -0.2807, -0.1411, -0.2594, -0.1251, -0.1025, -0.2222, 0.0915, 0.1155, 0.1192, 0.1268, 0.1204, 0.1153, 0.1221, 0.1147, 0.1663, 0.1053